1.
Below is a structure of composition C5H9FeO3 at a distorted geometry, with properties calculated with ωB97M-V with the def2-TZVPD basis set.

Positions of all 18 atoms, in Å:
O1 0.935035 0.196450 0.024378
H1 -2.590850 0.411430 -0.798562
H2 3.750362 1.037531 1.305109
O2 2.909196 -0.583286 0.372927
H3 2.798044 -0.574467 3.064043
H4 2.564638 1.151443 3.422005
C1 2.699832 0.722327 1.327563
H5 -4.182498 0.601943 -2.732768
O3 -1.595147 -0.889089 -1.969548
H6 1.206969 0.176927 2.809319
C2 1.823143 -0.712629 -0.313434
H7 2.230269 1.652604 0.990645
H8 -4.654543 -0.728361 -1.685857
C3 -3.880575 -0.403608 -2.399788
C4 2.289737 0.340845 2.732855
Fe1 0.112718 -1.026058 -1.243955
C5 -2.616174 -0.276994 -1.663079
H9 -3.800164 -1.097015 -3.241854

Atoms 1-6, force components in eV/Å:
-1.18 -1.64 -1.83
0.03 -0.17 -0.15
0.00 -0.50 0.32
-1.42 1.67 0.23
-0.07 0.30 -0.09
-0.04 -0.14 -0.30

Properties
Molar mass (g/mol): 173.0
Charge: +1
LUMO (alpha / beta) (eV): -4.489 / -5.206
Spin multiplicity: 5

Here are the Mulliken charges for atoms 1 to 4, given in e:
1 O -0.687
2 H 0.372
3 H 0.353
4 O -0.345

=====

2.
Below is a cluster of 11 separate species, C5H32NO11 in total at a distorted geometry, with properties calculated with ωB97M-V with the def2-TZVPD basis set.

Positions of all 49 atoms, in Å:
H1 -0.630580 3.120171 -2.725346
H2 -3.989082 0.970937 1.587050
N1 0.901235 -2.408782 -1.755759
H3 0.927554 -0.065318 0.612009
H4 1.643485 3.124019 -3.311257
H5 0.308550 -1.585005 -2.337458
H6 -1.123308 1.755352 -1.118453
O1 -1.099026 1.311289 -1.950290
H7 1.787193 -3.875193 0.117857
O2 -4.273727 -1.382931 0.306052
H8 0.753386 0.285291 2.793184
H9 0.584679 2.940738 0.453383
H10 0.746886 0.015446 -1.251343
H11 3.411740 0.159607 2.311022
H12 -0.063007 -3.220373 1.630993
H13 4.509806 -0.120177 1.191830
H14 1.280241 4.186047 1.096585
H15 -2.648770 3.342360 -0.272397
O3 1.138015 -2.232972 3.065751
O4 -3.398821 0.960576 0.988693
C1 1.722471 -2.841505 0.651015
H16 2.632804 -2.291112 0.909172
H17 0.400135 -1.476150 2.956725
H18 -0.449600 0.769291 1.919510
C2 1.313428 -0.445823 -0.342662
H19 -4.086025 -1.877986 1.191247
O5 1.122176 3.770773 0.231460
H20 -0.407223 -4.191491 -1.669490
H21 -3.759371 -0.441948 0.439977
H22 -0.219253 -1.944644 0.015493
H23 -2.138826 1.360778 1.059182
C3 0.588278 -3.813553 -2.092522
O6 2.298433 2.486713 -3.774676
H24 2.351586 1.870191 -3.019265
H25 -1.452704 2.715904 1.477481
O7 -1.137507 1.881677 0.952135
H26 -1.883306 4.094788 -2.689617
O8 -0.973351 3.926164 -2.357817
H27 2.426149 -0.160030 -0.315583
O9 4.353800 0.238517 2.052955
C4 0.868606 -1.903109 -0.340581
H28 0.537934 -3.867706 -3.261284
H29 1.377865 -4.211135 2.535380
O10 -0.171157 0.019687 2.524357
C5 0.930313 -3.276495 2.018056
H30 -3.737923 2.746537 0.518232
H31 -1.146314 0.408775 -1.598306
H32 1.397527 -4.416903 -1.627079
O11 -3.525392 3.588713 0.204399

Atoms 1-6, force components in eV/Å:
-0.40 -0.76 -0.38
-6.39 0.13 7.08
-1.29 3.06 -1.31
-0.07 0.37 -0.61
1.52 -1.01 -1.51
1.91 -3.49 1.72

Properties
Molar mass (g/mol): 282.3
Charge: -1
LUMO (eV): 2.644

Here are the Mulliken charges for atoms 1 to 4, given in e:
1 H 0.306
2 H 0.172
3 N -0.474
4 H -0.275

=====

3.
Below is the ion C5H14N3P with charge +2 at a distorted geometry, with properties calculated with ωB97M-V with the def2-TZVPD basis set.

Positions of all 23 atoms, in Å:
C1 2.634543 0.361259 -0.763702
H1 -0.494092 -2.835796 -0.468983
H2 -0.690886 1.731297 1.877893
H3 -0.803277 1.522612 -1.468893
N1 0.748335 0.207338 0.772277
H4 -0.531110 -0.976249 2.127428
P1 -1.671384 1.733802 -0.278429
H5 0.429423 2.584341 0.618087
H6 -3.033084 -0.200045 0.543883
N2 1.225891 0.028410 -0.580449
H7 3.291161 -0.414469 -0.511821
H8 -2.645878 -0.264007 -1.021113
H9 2.791724 0.688239 -1.759982
C2 -1.251589 -2.099044 -0.757026
H10 0.622840 0.468131 -1.187624
H11 0.639824 -1.825217 1.158260
N3 -1.189592 -1.105612 0.104774
C3 -0.072682 -0.992326 1.120679
C4 -0.343592 1.887405 0.872496
H12 1.439707 0.302269 1.524384
H13 3.065447 1.252165 -0.274257
H14 -2.022267 -2.047937 -1.537314
C5 -2.139472 -0.006564 -0.110576

Atoms 1-6, force components in eV/Å:
0.14 1.81 0.25
-0.56 -0.51 -1.18
0.36 0.48 0.63
-0.96 0.47 0.91
-2.34 1.19 -0.61
0.16 0.63 -0.44

Properties
Molar mass (g/mol): 147.2
Charge: +2
LUMO (eV): -9.037

Here are the Mulliken charges for atoms 1 to 4, given in e:
1 C -0.988
2 H 0.296
3 H 0.387
4 H 0.097

=====

Short version: electronic energy = -45851.02910, -29715.60566, -19149.59866 eV, in the order given.